# 1
C3H8IN2 | ωB97M-V/def2-TZVPD

```
14
Properties=species:S:1:pos:R:3:lowdin_spin:R:1
I 2.9152 0.4778 0.0184 0.9469
N -1.3962 0.7755 -0.2686 0.1041
N 0.3562 -2.0659 0.0815 0.3061
C -0.1086 0.2096 0.4850 0.0881
C -0.2227 1.6327 0.1214 0.0101
C 0.5472 -0.7530 -0.2792 0.4865
H 0.7767 -0.5084 -1.3032 0.0301
H 0.4843 1.8522 -0.7273 -0.0007
H -0.4424 2.3777 0.7577 0.0002
H -0.3461 -0.0959 1.5134 -0.0006
H -1.4983 0.3168 -1.2889 0.0014
H -2.2481 0.9427 0.2049 0.0069
H 0.3908 -2.3533 1.0714 0.0118
H 0.7919 -2.8084 -0.3865 0.0092
```

Values from the calculation:
2S+1: 3
HOMO energy (alpha / beta): -10.984 / -13.196 eV
Net charge: +1
Orbital gap (alpha / beta): 7.83 / 6.37 eV
Energy above the lowest of the compared OMol25 structures with the same formula, charge and spin: 0.000 eV

---

# 2
C38H54F5N3O14 | ωB97M-V/def2-TZVPD

```
114
Properties=species:S:1:pos:R:3:lowdin_charge:R:1
F -7.8845 2.9722 0.9194 0.0934
F -8.7685 0.1083 0.1591 0.0675
F -5.7438 2.2570 0.6980 0.0665
F -7.1057 2.2091 -1.1546 0.0737
F -7.4259 0.4486 2.0988 0.0330
O -0.2556 2.2572 -3.5926 -0.2737
O -0.5572 4.1166 4.1122 0.0641
O 7.6804 -4.8665 1.2332 0.0629
O 9.3752 -6.3379 0.9294 0.1522
O 1.6513 -4.4558 0.0859 0.0598
O 2.9466 -4.7323 1.9218 0.1352
O 3.3879 -5.8791 0.0182 0.0555
O 2.5896 5.2212 -5.7743 0.0569
O 4.5357 5.6697 -6.8413 0.1565
O -2.5111 3.0105 4.0436 0.0685
O -0.6311 1.9291 4.6938 0.1321
O 7.8129 -6.6984 2.5290 0.0619
O 3.3489 3.8085 -7.3494 0.0627
O -4.6707 -2.1647 -3.4758 -0.0251
N -3.4082 -1.6705 0.1510 0.1269
N 3.7782 4.2366 0.5288 -0.0280
N -2.6688 -0.9274 -2.8478 0.1512
C 6.8056 -5.8694 3.0926 -0.1299
C -0.6588 0.3745 -1.9206 -0.0301
C -2.2629 -0.8829 -0.2085 -0.1059
C -7.0889 2.0076 0.2637 -0.3108
C 2.3019 0.0629 3.7091 -0.1107
C 6.4657 -4.9399 1.9684 -0.1332
C 3.5821 4.9663 -6.6710 -0.5466
C -4.1888 -2.0590 -0.9728 -0.1479
C -3.7870 -1.6944 -2.4255 -0.2111
C -1.3585 -0.3622 0.9826 -0.0296
C -2.8122 4.3861 3.8542 -0.1289
C 0.0719 -4.2736 3.3264 -0.1133
C 1.1884 3.3720 -1.0176 -0.1696
C 1.5224 1.7915 -1.0833 -0.1484
C -7.4946 0.4804 0.6544 -0.2797
C -1.4890 4.9699 3.4619 -0.1316
C -1.9419 -0.5227 -1.6756 -0.1158
C -0.1786 -2.6999 3.1346 -0.2384
C -0.1281 0.5336 0.6965 -0.0566
C 1.5457 4.2922 -6.0315 -0.1350
C 8.3832 -5.9994 1.5088 -0.5483
C 2.2568 3.1618 -6.7098 -0.1327
C 1.8122 -4.8415 -1.2723 -0.1260
C -0.2516 0.8204 -3.4250 -0.1872
C -1.1820 2.9255 4.3189 -0.5403
C 2.0771 0.1799 2.1104 -0.2163
C -1.6022 2.8011 -3.6061 -0.0994
C -6.7799 -1.8812 -0.4409 -0.1540
C -6.3093 -0.4507 0.1076 -0.0969
C 0.2385 0.8944 -0.7828 -0.0535
C -5.5267 -2.9060 -0.6671 -0.1210
C 2.6861 -4.9980 0.7818 -0.5438
C 2.6414 -6.0860 -1.1737 -0.1264
C -1.7988 -0.7885 2.4824 -0.1424
C 0.7659 1.1031 1.8955 -0.1638
C 3.2604 5.0331 -0.6280 -0.2982
C 2.4553 4.1293 -1.7097 -0.1825
C -1.7000 -2.4099 2.6628 -0.2029
H 3.0833 4.3190 1.2825 0.0566
H 0.8016 4.7670 -6.6783 0.1361
H 3.2686 -0.4846 3.9790 0.0748
H 0.2161 1.1762 2.8932 0.0657
H 3.3047 -6.2147 -2.0302 0.1381
H -5.2431 -1.3758 -3.6499 0.1139
H -1.5728 3.8097 -3.0514 0.0944
H -0.8780 -4.9145 3.1688 0.0795
H 1.0627 3.9831 -5.1027 0.1143
H -1.8292 -2.9615 1.6659 0.0959
H 2.6474 2.4266 -5.9999 0.1344
H -1.8617 3.0271 -4.6991 0.0966
H 2.6459 5.9627 -0.3075 0.1129
H 1.8555 -0.8279 1.6102 0.0977
H 7.2219 -5.3455 3.9582 0.1345
H -5.3656 -3.5493 0.2791 0.1223
H 1.9950 1.4800 -2.0877 0.1135
H -1.1172 -0.3514 3.2844 0.0826
H -5.5992 -0.6282 0.9920 0.1321
H 6.1653 -3.9520 2.3205 0.1382
H 0.4865 -2.3144 2.2703 0.0987
H -2.3839 2.1410 -3.0992 0.0953
H 0.4095 -4.4268 4.4221 0.0790
H 0.8444 -5.0213 -1.7427 0.1382
H 3.2299 3.3618 -2.0962 0.1119
H 2.9609 0.7304 1.6406 0.0975
H -7.2091 -1.7072 -1.4995 0.1207
H 2.3245 -4.0382 -1.8097 0.1376
H 4.1827 5.4464 -1.1917 0.1145
H -2.4897 -2.8224 3.3756 0.1110
H 5.6824 -5.3385 1.3180 0.1164
H 2.0888 4.7881 -2.5872 0.1077
H -1.3153 4.9260 2.3825 0.1334
H 0.2593 3.6597 -1.6161 0.0872
H 0.8100 0.4522 -3.6919 0.1279
H 1.4176 -0.5085 4.1797 0.0579
H 4.6556 4.6920 0.8106 0.0635
H -7.5233 -2.3980 0.2548 0.1232
H -0.9438 0.3523 -4.2166 0.1187
H 1.6270 2.6501 -7.4391 0.1354
H -2.8608 -0.4020 2.7139 0.1148
H 1.0281 2.1925 1.6018 0.1032
H 0.9343 -4.6720 2.6806 0.0387
H 2.2518 1.1329 4.1288 0.0836
H 5.9491 -6.4627 3.4161 0.1366
H 0.0007 -2.0649 4.0645 0.0919
H -3.5710 4.5148 3.0809 0.1365
H 2.0325 -6.9872 -1.0574 0.1370
H 2.2880 1.5888 -0.2566 0.0980
H -5.7059 -3.6361 -1.5236 0.1102
H 1.0436 3.7317 0.0672 0.0956
H -5.7406 0.1616 -0.6773 0.1262
H -3.1897 4.7981 4.7945 0.1366
H -1.3719 6.0013 3.7979 0.1362
```

Values from the calculation:
2S+1: 1
HOMO energy: -8.251 eV
Net charge: 0
Orbital gap: 7.32 eV

---

# 3
H31O16 | ωB97M-V/def2-TZVPD

```
47
Properties=species:S:1:pos:R:3:lowdin_charge:R:1
O 2.0203 -1.1036 1.7861 -0.0491
O -4.1138 -0.0170 1.2943 -0.0286
O -0.9973 0.0488 2.3604 -0.0363
O 3.0051 -0.9288 -1.2857 -0.1166
O 1.0936 1.2061 -1.8644 -0.2329
O 3.8836 2.5264 3.2691 -0.0457
O 1.8519 1.9376 0.4529 -0.1003
O 1.4646 3.1842 4.4517 -0.0675
O -2.2158 -0.3045 -1.4839 -0.0540
O 2.5952 0.1987 -3.5122 -0.3124
O 4.7771 -1.4628 0.6399 -0.0845
O -2.6493 0.7463 -3.8320 -0.0549
O -5.9545 -0.7728 -0.7218 -0.0521
O -2.1908 -3.3782 -0.0808 -0.0733
O -1.7023 -2.2953 4.1077 -0.0735
O -0.1595 -0.2547 -4.5822 -0.0572
H -1.8172 0.1251 1.8597 0.0055
H -2.0903 0.1349 -0.6301 0.0230
H -0.3974 0.7526 2.0912 0.0465
H -3.8965 -0.9434 1.1426 0.0431
H 2.0633 -1.4104 0.8738 0.0263
H -5.3090 -1.3890 -0.3684 0.0152
H 3.0789 -0.9202 -2.2878 0.0293
H 4.8865 -1.2767 -0.2890 0.0054
H -5.3718 -0.0550 -0.9607 0.0097
H -1.4635 -1.3510 4.0757 0.0120
H -2.0318 0.0412 -4.0834 0.0235
H -2.0886 -2.6160 -0.6763 0.0083
H 2.3225 -0.2687 -1.1208 -0.0095
H 0.7004 0.1828 -4.4291 0.0223
H 3.6344 1.6938 2.8465 0.0538
H 1.8108 0.8308 -2.7193 -0.0155
H -3.5437 0.5342 0.7645 0.0154
H -2.6694 0.3982 -1.9946 0.0189
H 3.3560 0.7535 -3.7206 -0.0112
H -1.7663 -3.9824 -0.7090 0.0425
H -2.4892 -2.1533 3.5596 0.0225
H -0.7110 0.4073 -4.1688 -0.0242
H 3.8837 2.3979 4.2227 0.0488
H 2.1712 2.7647 3.9221 -0.0158
H 2.5669 2.4469 0.8343 0.0071
H -3.5173 0.3304 -3.8316 0.0625
H 1.1717 -0.9301 2.1869 0.0080
H 3.8953 -1.3324 0.9958 -0.0278
H 0.2270 1.2608 -2.2689 -0.0125
H 1.9482 1.6722 -0.4942 -0.0107
H 0.7379 2.5706 4.3779 0.0168
```

Values from the calculation:
2S+1: 1
HOMO energy: -6.264 eV
Net charge: -1
Orbital gap: 7.97 eV
Energy above the lowest of the compared OMol25 structures with the same formula, charge and spin: 3.721 eV

---

# 4
C6H9Cl | ωB97M-V/def2-TZVPD

```
16
Properties=species:S:1:pos:R:3:lowdin_spin:R:1
Cl -0.0379 1.7146 -1.7896 0.1755
C -0.1298 0.1355 -1.0828 0.7230
C -3.6401 -0.8157 -0.0212 0.0587
C -2.5690 -0.4057 -0.4092 0.8584
C 0.5052 1.0848 1.0393 0.0042
C 0.4964 -0.2432 0.2133 0.0909
C 1.9209 -0.6631 -0.0438 0.0448
H -0.4300 1.7024 0.8695 0.0015
H -0.2186 -0.6743 -1.9029 0.0217
H 2.0247 -1.5483 -0.4728 0.0009
H 1.2192 1.6407 0.5250 0.0000
H 0.6786 0.9499 2.0984 0.0001
H 2.4091 -0.6686 0.9295 0.0075
H 2.4547 -0.0455 -0.7582 0.0021
H -0.1070 -0.9760 0.8254 0.0187
H -4.5763 -1.1875 -0.0200 -0.0078
```

Values from the calculation:
2S+1: 3
HOMO energy (alpha / beta): -7.621 / -10.650 eV
Net charge: 0
Orbital gap (alpha / beta): 8.58 / 7.53 eV
Energy above the lowest of the compared OMol25 structures with the same formula, charge and spin: 3.092 eV

---

no.,electronic energy (eV)
1,-14310.723
2,-86996.542
3,-33264.109
4,-18881.975